DFT (ωB97M-V/def2-TZVPD) results for a 2-piece molecular cluster, C3H6INO overall.

Geometry as XYZ:
```
12
Properties=species:S:1:pos:R:3
C 0.8531 0.7533 -0.5733
C 0.8818 -0.4655 -1.3823
C -0.5440 2.3644 0.5623
N -0.0245 1.4248 -0.1027
O -0.1604 -2.4923 1.1726
I -1.8478 -3.3114 1.2907
H 1.2070 -1.2269 -0.6685
H -0.1624 -0.6312 -1.7054
H 1.8325 -0.3757 -2.0261
H -0.9697 2.2581 1.6583
H -0.2332 -1.6611 1.6484
H -0.8324 3.3635 0.1259
```

Summary:
relative energy (zero: lowest compared OMol25 entry of this formula, charge and spin) = 4.100 eV
M = 198.991 g mol⁻¹
lowest unoccupied orbital energy = -0.46 eV
net charge = 0
HOMO = -0.2713 Eh
gap between HOMO and LUMO = 6.92 eV